ORCA calculation (ωB97M-V with the def2-TZVPD basis set) on one molecule with the formula C4H10N2S at a distorted geometry.

As for the multiplicity: 1. The energy relative to the best compared isomer or geometry (same formula, charge and spin) is 210.4 kJ/mol. The HOMO energy comes out at -8.538 eV. The SMILES is C=NNCCCS. The net charge is 0. The HOMO-LUMO gap is 0.3505 Eh. As for the calculated total energy: -18123.40417 eV.

CARTESIAN COORDINATES (ANGSTROEM)
C  -2.068  -0.986  0.782
N  -1.455  -0.826  -0.310
N  -1.212  0.391  -0.892
C  -0.795  1.499  -0.092
C  0.713  1.570  0.084
C  1.360  0.335  0.817
S  1.583  -1.038  -0.283
H  -2.373  -0.202  1.458
H  -2.395  -2.064  0.895
H  -0.700  0.281  -1.699
H  -1.212  1.311  0.947
H  -1.200  2.411  -0.474
H  1.025  2.464  0.635
H  1.311  1.682  -0.869
H  0.962  -0.001  1.821
H  2.324  0.718  1.098
H  0.339  -1.462  -0.419

natural (NBO) population analysis, charges in e, atoms 1 to 4: atom 1 (C): -0.17, atom 2 (N): -0.25, atom 3 (N): -0.44, atom 4 (C): -0.24